No. 1
A 11-piece molecular cluster, C17H58N20O11 overall at a distorted geometry, computed with wB97M-V/def2-TZVPD.

The geometry in XYZ format:
```
106
Properties=species:S:1:pos:R:3:forces:R:3
C 4.24396 4.47137 0.78962 0.561 0.274 -0.034
O 3.01068 4.97818 1.20009 -0.016 -0.357 0.821
C 2.04935 3.93874 1.39998 -1.339 1.599 -0.619
C 0.92190 4.42275 2.31264 0.431 1.076 1.191
C 1.43801 4.88955 3.65651 0.696 -0.112 0.401
N -0.07585 3.39877 2.57537 -0.062 -0.264 -1.101
H 4.34468 4.42074 -0.30199 -0.246 -0.312 -0.071
H 4.41429 3.49314 1.24609 0.239 -0.082 -0.213
H 5.03444 5.15571 1.10739 -0.070 0.010 0.176
H 1.54191 3.87021 0.43325 0.250 -1.217 -0.116
H 2.45762 3.01713 1.82222 0.268 -0.105 -0.364
H 0.46559 5.31489 1.87461 -0.305 -0.327 -0.380
H 2.02572 4.05840 4.06793 0.088 0.109 0.300
H 0.63996 5.12436 4.35983 -0.166 -0.119 -0.157
H 2.08931 5.76206 3.60075 0.082 -0.097 -0.168
H 0.40487 2.58362 2.95180 0.035 0.035 0.216
H -0.34757 3.06201 1.64633 -0.397 -0.099 0.240
C 0.24995 -7.69584 0.29734 0.155 -0.939 0.464
O 1.22484 -6.91770 -0.34999 -0.196 0.675 -0.602
C 1.00861 -5.51579 -0.11608 0.082 -0.310 0.788
C 1.98967 -4.60896 -0.84550 -0.546 0.605 -0.913
C 1.67939 -3.11782 -0.57679 1.145 -1.146 0.634
N 1.99591 -4.79330 -2.29218 0.634 -0.694 0.021
H 0.72355 -8.51981 0.84017 0.318 0.072 -0.077
H -0.42959 -8.19830 -0.39591 -0.179 0.426 -0.205
H -0.30462 -7.16004 1.07172 -0.116 0.293 -0.231
H -0.02125 -5.21356 -0.33644 -0.107 -0.154 -0.203
H 1.15412 -5.44489 0.96885 -0.098 0.673 0.098
H 2.97935 -4.81509 -0.43027 0.160 -0.057 -0.250
H 0.70882 -2.80478 -0.95912 -0.198 -0.067 0.455
H 2.45791 -2.47919 -0.99454 -0.016 -0.103 -0.193
H 1.84810 -3.06434 0.50190 -0.799 0.809 -0.046
H 1.90062 -5.76827 -2.54296 -0.068 0.036 -0.117
H 1.34612 -4.22703 -2.81446 -0.231 0.004 0.285
N -3.06375 -4.31681 0.22957 -0.956 -1.806 -1.215
C -2.40182 -3.47690 1.02227 1.415 0.561 -0.297
N -1.98918 -4.05936 2.19081 -0.251 -0.313 0.223
O -2.03260 -2.32891 0.72815 -0.682 -0.386 0.354
H -3.52630 -4.16635 -0.71039 0.890 1.102 1.379
H -2.93172 -5.30220 0.40012 -0.053 0.106 0.457
H -2.53378 -4.86230 2.45523 0.161 0.047 0.426
H -1.62550 -3.47731 2.92539 0.045 0.050 -0.118
N -0.59913 0.35420 -3.21776 -0.241 -1.112 0.727
C -0.58740 1.47917 -3.91541 0.871 1.382 -0.379
N 0.22094 1.53547 -5.03950 -1.004 0.272 0.804
O -1.20961 2.48002 -3.54715 -0.207 -0.817 -0.470
H -1.16152 0.34697 -2.37530 0.392 -0.198 -0.013
H -0.02254 -0.44235 -3.42267 -0.077 0.041 -0.064
H 0.90353 0.84116 -5.27459 -0.160 0.003 -0.276
H -0.07711 2.28579 -5.63723 0.653 -0.083 -0.350
N 2.80677 0.92862 4.34358 -1.173 1.237 1.041
C 3.27221 0.32382 3.23402 0.944 -0.558 1.151
N 4.53578 -0.17284 3.42583 -1.042 0.138 -1.439
O 2.57320 0.17005 2.25054 0.248 -0.044 -0.531
H 3.38001 1.21033 5.11956 0.226 -0.134 -0.159
H 1.98375 1.49880 4.23159 -0.029 -0.121 -0.051
H 4.99377 -0.04088 4.30510 0.384 -0.201 -0.212
H 4.92621 -0.58011 2.59170 0.492 -0.197 0.376
N -2.11020 4.51063 -1.40840 -0.670 0.056 -0.221
C -2.34358 5.49272 -2.32872 1.471 1.028 0.216
N -1.83992 5.17564 -3.55789 -0.477 -0.724 -0.540
O -2.74410 6.61879 -2.06684 -0.405 -0.169 0.292
H -2.38435 4.68066 -0.45833 -0.151 -0.261 -0.051
H -1.91230 3.58843 -1.76412 0.187 -0.132 0.549
H -1.55700 4.21052 -3.69676 0.296 0.485 -0.259
H -1.46065 5.90894 -4.12570 -0.283 0.082 0.015
N 0.15768 0.03358 0.87128 0.037 0.292 0.227
C -0.72078 0.84529 0.20200 0.867 -0.124 0.788
N -1.75420 0.13765 -0.28837 -0.523 0.765 -0.884
O -0.58354 2.06054 0.02581 0.215 -0.579 -0.345
H -0.18099 -0.87878 1.13647 0.072 -0.099 -0.235
H 0.98574 0.36045 1.35151 -0.141 0.261 -0.105
H -2.33828 0.71807 -0.87107 -0.802 -0.344 0.430
H -1.98746 -0.77342 0.10507 -0.289 0.114 -0.553
N 1.22356 -1.97955 5.14970 0.178 0.286 0.152
C 1.82661 -2.94974 4.41501 0.341 -1.787 -0.611
N 1.59695 -2.81800 3.06811 -0.372 0.689 1.364
O 2.44899 -3.89699 4.87323 -0.295 0.340 0.333
H 1.03596 -2.17505 6.11550 0.064 0.257 0.001
H 0.75255 -1.25574 4.63852 -0.312 0.113 0.542
H 1.91389 -3.54195 2.45414 0.239 0.389 -0.242
H 1.32646 -1.87171 2.86019 0.193 -0.303 -1.439
N -4.87277 -1.24395 -1.25605 -0.392 -0.128 0.524
C -4.39428 -2.14575 -2.14132 0.271 0.793 0.914
N -4.24707 -1.61299 -3.38002 0.143 -0.971 -0.715
O -4.07481 -3.30209 -1.85369 -0.559 0.474 -1.340
H -5.02419 -0.27842 -1.54282 0.259 -0.176 0.189
H -4.74309 -1.42530 -0.27561 -0.098 -0.168 -0.047
H -3.66852 -2.19231 -3.96632 -0.132 0.353 -0.341
H -4.31768 -0.61984 -3.52156 0.257 -0.016 0.062
N -6.35110 2.96602 -1.60153 -0.888 0.828 0.067
C -5.68771 2.16045 -2.43865 0.774 -1.041 0.571
N -6.14578 2.18126 -3.72056 -0.061 0.234 0.162
O -4.77163 1.43997 -2.01159 -0.286 0.165 -0.934
H -6.16635 2.97774 -0.61554 0.274 -0.070 -0.111
H -7.08071 3.55466 -1.96287 0.041 0.129 0.292
H -5.82643 1.53856 -4.42056 0.150 -0.002 0.154
H -6.99785 2.68678 -3.88129 0.038 -0.113 -0.376
N 3.14369 1.47550 -1.29729 -1.204 0.073 0.288
C 4.19413 0.69825 -1.02375 0.749 -1.206 -0.422
N 5.38456 1.30668 -1.29798 1.057 -0.148 0.146
O 4.08241 -0.46157 -0.63051 0.435 0.707 0.202
H 2.27440 1.01178 -1.07497 -0.275 0.551 -0.349
H 3.23390 2.23779 -1.94194 -0.458 0.095 0.115
H 5.46276 2.21587 -1.71367 -0.198 0.048 0.113
H 6.23847 0.78495 -1.21186 -0.172 -0.148 0.012
```
Positions in Å, forces in eV/Å.

- SMILES: COC[C@H](C)N.COC[C@H](C)N.NC(N)=O.NC(N)=O.NC(N)=O.NC(N)=O.NC(N)=O.NC(N)=O.NC(N)=O.NC(N)=O.NC(N)=O
- Highest occupied orbital energy: -8.662 eV
- Orbital gap: 8.89 eV
- Multiplicity: 1
- LUMO energy: 0.2 eV
- Relative energy (zero: lowest compared OMol25 entry of this formula, charge and spin): 156.7 kJ/mol
- Net charge: 0


No. 2
One molecule with the formula C21H19Br2O3P at a distorted geometry, computed with wB97M-V/def2-TZVPD.

The geometry in XYZ format:
```
46
Properties=species:S:1:pos:R:3:forces:R:3
O -0.23936 -2.73395 2.01568 0.062 0.332 -0.309
P -0.10008 -1.70069 0.94375 -1.241 -1.620 0.553
C 1.57772 -0.99422 1.01609 0.579 0.316 0.634
C 1.50713 0.42442 1.48432 -0.215 1.717 -0.231
C 1.53048 0.78477 2.83787 -0.366 0.607 0.547
C 1.31141 2.11945 3.27333 0.332 -0.904 -1.768
Br 1.50719 2.56026 5.11237 -0.193 -0.067 -0.492
C 1.02691 3.09423 2.30212 0.326 0.307 1.352
C 1.00393 2.76216 0.95727 -0.517 -0.185 -0.456
Br 0.35774 4.10212 -0.31250 0.620 -0.854 0.718
C 1.26669 1.45133 0.52424 0.144 0.212 0.844
O 1.23741 1.14878 -0.80746 0.139 0.108 -0.127
C 2.47942 1.38089 -1.51500 -0.016 1.047 -0.226
C 2.14367 1.83894 -2.93883 -1.410 -0.402 -0.631
O 1.12216 0.98645 -3.54398 0.745 0.041 0.643
C -0.40327 -2.45854 -0.76707 0.247 0.939 0.923
C 0.66376 -2.83296 -1.58486 0.185 -0.419 0.237
C 0.43038 -3.44847 -2.81009 -0.491 0.760 0.179
C -0.87574 -3.58628 -3.24937 -0.391 -0.064 -0.409
C -1.95870 -3.22300 -2.45825 1.050 -0.228 0.841
C -1.71372 -2.70199 -1.18289 -0.424 0.130 -0.392
C -1.35414 -0.36754 1.25258 -0.005 -0.233 -1.782
C -2.00175 0.30217 0.19348 0.138 0.320 -0.140
C -3.01353 1.22502 0.46786 0.128 -0.069 0.036
C -3.39138 1.50202 1.79220 -0.160 -0.087 -0.644
C -2.78120 0.81212 2.81902 0.478 -0.514 -0.550
C -1.79071 -0.12774 2.53765 0.202 -0.068 0.707
H 2.22143 -1.56432 1.72512 -0.804 0.009 -0.565
H 2.00182 -1.04485 0.03251 0.380 0.046 -0.487
H 1.64166 0.02919 3.61507 0.165 -0.011 -0.315
H 0.88579 4.12199 2.65567 -0.129 -0.398 -0.430
H 3.10594 2.14983 -0.99198 -0.593 -0.572 -0.359
H 3.01906 0.44938 -1.55088 0.307 -0.452 0.014
H 1.69043 2.83847 -2.99039 0.600 0.054 0.492
H 3.01650 1.80072 -3.61361 -0.297 -0.049 0.483
H 0.39776 0.92232 -2.89905 0.327 0.064 -0.218
H 1.69482 -2.74427 -1.24006 -0.258 0.194 -0.092
H 1.24005 -3.69299 -3.46695 0.354 -0.248 -0.097
H -1.09433 -3.96743 -4.24188 0.214 -0.103 0.065
H -2.94610 -3.44309 -2.80589 -0.479 0.161 -0.036
H -2.56899 -2.46166 -0.54918 0.334 0.025 -0.028
H -1.72171 0.13817 -0.86605 -0.113 -0.026 0.837
H -3.50875 1.70756 -0.37588 0.088 -0.005 0.328
H -4.19482 2.20572 2.00510 0.214 -0.095 -0.108
H -3.06530 0.92443 3.83890 -0.279 0.298 0.559
H -1.35769 -0.68894 3.35991 0.022 -0.018 -0.101
```
Positions in Å, forces in eV/Å.

- SMILES: O=P(Cc1cc(Br)cc(Br)c1OCCO)(c1ccccc1)c1ccccc1
- Highest occupied orbital energy: -9.060 eV
- Orbital gap: 9.42 eV
- Multiplicity: 1
- LUMO energy: 0.4 eV
- Net charge: 0


No. 3
A 6-piece molecular cluster, CH14O5 overall, computed with wB97M-V/def2-TZVPD.

The geometry in XYZ format:
```
20
Properties=species:S:1:pos:R:3:forces:R:3
C -1.07177 -2.29805 0.63583 -0.130 -0.151 -0.272
H -1.70594 -3.15964 0.82492 -0.218 0.058 0.025
H -1.56764 -1.57862 -0.01013 -0.203 -0.011 0.053
H -0.21213 -2.65613 0.07661 0.256 0.083 0.213
H -0.82322 -1.81864 1.57647 0.247 -0.021 0.022
O 1.19137 1.71296 -1.11641 0.040 -0.127 -0.242
H 0.46304 2.04574 -0.56837 -0.049 0.217 -0.230
H 1.22583 2.27261 -1.90001 -0.006 0.118 0.194
O 0.08978 0.94162 2.06387 -0.132 -0.019 -0.208
H 0.73407 1.35662 2.64372 -0.007 0.051 -0.010
H 0.60244 0.30920 1.53050 0.280 -0.194 0.064
O 0.15958 -0.85667 -2.20820 0.061 0.286 -0.109
H 0.50094 0.04526 -2.08660 -0.099 -0.194 0.142
H -0.73703 -0.72862 -2.53359 0.032 -0.107 -0.011
O 1.87860 -0.51259 0.48336 0.128 -0.200 -0.018
H 1.77039 -1.39706 0.11506 -0.113 0.065 0.076
H 1.92841 0.06662 -0.28814 -0.018 0.165 0.028
O -1.45116 2.45431 0.29959 0.096 0.369 -0.691
H -0.86685 1.79798 0.70585 -0.415 -0.299 0.711
H -2.10871 2.00310 -0.24432 0.251 -0.089 0.264
```
Positions in Å, forces in eV/Å.

- SMILES: C.O.O.O.O.O
- Highest occupied orbital energy: -11.479 eV
- Orbital gap: 11.78 eV
- Multiplicity: 1
- LUMO energy: 0.3 eV
- Relative energy (zero: lowest compared OMol25 entry of this formula, charge and spin): 19.3 kJ/mol
- Net charge: 0


No. 4
C4H4O3 as an isolated structure, computed with wB97M-V/def2-TZVPD.

The geometry in XYZ format:
```
11
Properties=species:S:1:pos:R:3:forces:R:3
O -0.98861 -1.48535 -0.01020 0.151 -0.121 -0.061
C -0.40642 -0.53584 0.87656 -0.181 0.088 0.358
C -0.31461 0.50198 -0.20893 0.096 0.111 -0.007
C 1.08690 0.83242 0.23243 0.094 0.259 -0.173
O 1.03930 -0.44696 0.93606 -0.003 -0.095 0.120
C -0.72424 -0.57110 -1.07548 0.218 -0.242 -0.308
O -1.46341 0.64785 -1.01978 -0.115 0.098 0.212
H -0.85020 -0.53625 1.87278 -0.042 0.013 -0.196
H 1.88606 0.89735 -0.51009 -0.133 -0.146 0.070
H 1.16232 1.66080 0.94742 -0.014 -0.133 -0.145
H -0.42707 -0.96491 -2.04076 -0.071 0.169 0.129
```
Positions in Å, forces in eV/Å.

- Highest occupied orbital energy: -10.261 eV
- Orbital gap: 11.21 eV
- Multiplicity: 1
- LUMO energy: 0.9 eV
- Relative energy (zero: lowest compared OMol25 entry of this formula, charge and spin): 436.0 kJ/mol
- Net charge: 0


No. 5
C22H31BrIN4RhSSbSe4Si as an isolated structure, computed with wB97M-V/def2-TZVPD.

The geometry in XYZ format:
```
67
Properties=species:S:1:pos:R:3:forces:R:3
Rh -0.51724 -0.01000 -0.36926 -0.470 0.104 0.174
N -0.26665 -3.70875 2.10628 -0.022 0.070 -0.004
C -1.64545 -3.64610 2.20602 0.017 -0.021 -0.003
C -2.03077 -2.54647 1.50075 -0.015 -0.001 -0.015
N -0.92164 -1.93598 0.98517 0.199 0.101 0.085
C 0.11600 -2.64390 1.35290 -0.120 -0.027 -0.011
C 1.44082 -2.25148 0.92656 0.020 0.090 -0.045
N 1.60701 -1.26493 0.07449 0.180 -0.208 -0.045
C 2.96159 -1.11417 -0.06199 0.065 0.009 0.033
C 3.61733 -2.02866 0.70475 0.021 0.018 0.050
N 2.63284 -2.75794 1.33847 -0.056 0.023 -0.072
H 0.31922 -4.41633 2.50919 0.005 -0.010 -0.032
H -2.20590 -4.38410 2.75085 -0.013 -0.001 0.005
H -3.01233 -2.14831 1.28816 -0.016 -0.007 0.016
H 3.37750 -0.34483 -0.68893 -0.002 -0.036 -0.004
H 4.66300 -2.22980 0.85577 0.006 0.001 0.005
H 2.77856 -3.47429 2.02529 -0.001 0.016 0.027
Br 1.07165 0.73562 6.47077 0.022 -0.004 -0.012
C 2.77607 0.30243 5.76351 -0.029 -0.009 0.008
C 3.79186 0.02851 6.67269 -0.034 0.007 -0.017
C 5.05633 -0.30080 6.21800 0.029 -0.006 -0.031
C 5.30116 -0.35454 4.85177 -0.010 -0.001 0.005
C 4.28214 -0.07883 3.95483 0.055 -0.001 0.021
C 3.00094 0.25609 4.39183 -0.111 0.001 -0.013
I 1.54731 0.66234 2.92656 0.081 0.025 0.067
H 3.58094 0.07780 7.73226 -0.004 -0.002 -0.002
H 5.84543 -0.51131 6.92872 -0.001 0.000 -0.003
H 6.28766 -0.60767 4.48302 -0.006 0.005 -0.001
H 4.46798 -0.11483 2.88926 0.010 -0.010 -0.021
Se -6.28851 -1.39133 -0.87220 -0.037 -0.050 0.023
Sb -5.32309 0.45206 -2.10720 0.242 -0.025 0.233
Se -2.81320 -0.28128 -0.88463 -0.078 0.045 -0.211
Se -5.80736 2.67770 -1.30487 0.044 -0.031 -0.051
Se -5.17236 0.14253 -4.49648 0.061 0.038 -0.034
C 1.89213 1.25164 -2.35278 -0.001 -0.042 -0.013
Si 0.00476 0.91594 -2.44360 0.134 -0.066 -0.050
C -0.08855 -0.53523 -3.74643 -0.014 0.039 0.005
C 0.30435 -1.85035 -3.05735 -0.022 0.010 0.037
C -1.49143 -0.71717 -4.32137 -0.054 -0.001 0.007
C 0.89647 -0.33049 -4.90638 0.033 0.036 -0.021
C -0.70184 2.58302 -3.10465 0.020 -0.009 -0.007
C -0.44239 2.74448 -4.60923 -0.022 0.006 0.003
C 0.02078 3.74788 -2.41181 0.014 -0.014 0.003
C -2.20155 2.72167 -2.85346 -0.046 -0.010 0.065
H 2.23746 1.84529 -3.20478 -0.007 0.013 -0.011
H 2.43915 0.30620 -2.37790 -0.013 0.008 -0.005
H 2.14978 1.78224 -1.43300 -0.001 0.008 0.000
H -0.41789 -2.11923 -2.28104 0.016 0.005 -0.006
H 1.29957 -1.80437 -2.60372 -0.004 0.006 0.005
H 0.31095 -2.65981 -3.80030 -0.006 -0.005 -0.005
H -2.23001 -0.89839 -3.53989 -0.005 0.002 -0.021
H -1.50831 -1.58002 -5.00133 0.006 -0.006 -0.005
H -1.84007 0.14753 -4.88672 -0.003 -0.003 0.009
H 1.93205 -0.25394 -4.56357 -0.001 0.001 -0.003
H 0.66890 0.55784 -5.49558 0.007 -0.034 0.008
H 0.83671 -1.19408 -5.58230 0.000 -0.009 -0.003
H 0.61864 2.65130 -4.86169 -0.002 0.011 0.007
H -0.76597 3.74764 -4.91419 -0.007 0.011 -0.007
H -1.00772 2.02813 -5.20596 0.016 0.007 0.013
H 1.08321 3.78394 -2.66915 -0.008 0.002 0.008
H -0.06637 3.70314 -1.32840 -0.006 -0.012 0.050
H -0.43388 4.69047 -2.74137 -0.004 0.012 0.000
H -2.77651 1.93773 -3.34881 -0.023 -0.032 -0.016
H -2.56225 3.68156 -3.24263 0.006 0.020 -0.006
H -2.44333 2.68544 -1.78986 -0.012 -0.026 -0.009
S -0.89194 2.89665 1.16389 0.076 -0.035 0.035
C -0.34105 1.56209 0.52380 -0.100 0.002 -0.193
```
Positions in Å, forces in eV/Å.

- Highest occupied orbital energy (spin up / spin down): -0.994 / -1.192 eV
- Orbital gap (spin up / spin down): 3.89 / 4.08 eV
- Multiplicity: 2
- LUMO energy (spin up / spin down): 2.9 / 2.9 eV
- Relative energy (zero: lowest compared OMol25 entry of this formula, charge and spin): 44.9 kJ/mol
- Net charge: -2


Q: Which value of net charge does entry 5 give?
A: -2